Version 1
ORCA calculation (ωB97M-V/def2-TZVPD) on a cluster of 2 separate species, C12H14N2O in total.

Geometry (Å):
C (1.4431, 2.0991, -0.1082)
C (1.5751, 0.5558, -0.5161)
C (2.9634, 0.1682, -0.4021)
C (0.6011, -0.1859, 0.3678)
C (1.0443, -0.7107, 1.4813)
N (1.5881, -1.2158, 2.4866)
C (-0.9142, 0.0253, 0.1502)
C (-1.5083, 0.6059, -1.0498)
C (-2.8487, 0.9458, -1.1564)
C (-3.6793, 0.5175, -0.1734)
C (-3.1863, -0.0581, 1.0102)
C (-1.7999, -0.2772, 1.1525)
H (2.0881, 2.1726, 0.7735)
H (0.4702, 2.1994, 0.1609)
H (1.7451, 2.7478, -0.9172)
H (1.1510, 0.4987, -1.5314)
H (3.3516, 0.6124, 0.5908)
H (3.5860, 0.7608, -1.1181)
H (3.3072, -0.8387, -0.5683)
H (2.0512, -2.0735, 2.4236)
H (-0.8828, 0.9668, -1.8828)
H (-3.3734, 1.3481, -2.1315)
H (-4.7801, 0.4857, -0.0874)
H (-3.8124, -0.5394, 1.6754)
H (-1.4777, -0.6145, 2.1050)
N (-0.0444, -2.9429, -0.2882)
C (0.6653, -2.4046, -1.0467)
O (1.2136, -1.9900, -1.9777)
H (-0.5369, -2.8584, 0.5774)

The calculation puts the LUMO energy at 0.77 eV. As for the gap between HOMO and LUMO: 0.3317 hartree. Its multiplicity is 1. The HOMO energy is -8.26 eV.

---

Version 2
ORCA calculation (ωB97M-V/def2-TZVPD) on an isolated molecule of C12H14N2O.

Geometry (Å):
C (2.8766, -0.9224, 0.3970)
C (1.5636, -0.2218, 0.1934)
C (1.5996, 1.2266, -0.4708)
C (0.6032, -1.0725, -0.7053)
C (-0.7623, -0.4458, -0.8686)
C (-1.4122, -0.6020, -2.0290)
C (-2.6623, -0.0391, -2.1993)
C (-3.2276, 0.6566, -1.1340)
C (-2.5276, 0.8546, 0.0576)
C (-1.2738, 0.2497, 0.2654)
C (-0.6087, 0.3571, 1.5880)
O (-0.7109, 1.5902, 2.2390)
N (0.9267, -0.0914, 1.4894)
C (1.2459, -0.8295, 2.5646)
N (1.5151, -1.5571, 3.4256)
H (3.4658, -0.5556, 1.3097)
H (3.4033, -0.8677, -0.4840)
H (2.7558, -1.9571, 0.5116)
H (2.4796, 1.7755, -0.1174)
H (0.7113, 1.6963, -0.1976)
H (1.6425, 0.9728, -1.4747)
H (0.6593, -2.0474, -0.2362)
H (1.1382, -1.2585, -1.7498)
H (-0.8760, -1.1365, -2.8635)
H (-3.4653, -0.1118, -3.0013)
H (-4.2400, 0.9300, -1.2947)
H (-3.0372, 1.4883, 0.8005)
H (-0.9019, -0.3617, 2.4373)
H (-0.8808, 2.2802, 1.5471)

The calculation puts the LUMO energy at 0.51 eV. As for the gap between HOMO and LUMO: 0.3500 hartree. Its multiplicity is 1. The HOMO energy is -9.02 eV.

---

Energy ordering: version 2 at the bottom, the next structure 22.2 kcal/mol above.

---

Version 1
ORCA calculation (ωB97M-V/def2-TZVPD) on a cluster of 2 separate species, CH3NO4 in total.

Geometry (Å):
O (0.5424, -0.6437, 0.6631)
C (-0.3533, 0.1677, 0.8179)
O (-1.0205, 0.8330, -0.0213)
H (-0.6324, 0.4721, 1.7711)
H (-0.7042, 0.8111, -0.9292)
O (2.6160, -0.4342, -3.2061)
N (2.2512, -0.6649, -2.1060)
O (0.8075, -0.7012, -1.9319)
H (0.5689, -0.8148, -0.8998)

The calculation puts the LUMO energy at 0.45 eV. As for the gap between HOMO and LUMO: 0.3874 hartree. Its multiplicity is 1. The HOMO energy is -10.09 eV.

---

Version 2
ORCA calculation (ωB97M-V/def2-TZVPD) on an isolated molecule of CH3NO4.

Geometry (Å):
O (0.3025, 1.0602, -1.7127)
N (0.2048, -0.0934, -1.6473)
O (0.3346, -0.9205, -2.4871)
O (-0.1521, -0.6790, -0.4032)
C (-0.0833, 0.1945, 0.6834)
O (0.4074, -0.4956, 1.7349)
H (-1.2661, 0.4907, 0.9184)
H (0.3872, 1.0467, 0.3844)
H (-0.1350, -0.6035, 2.5292)

The calculation puts the LUMO energy at 0.45 eV. As for the gap between HOMO and LUMO: 0.4250 hartree. Its multiplicity is 1. The HOMO energy is -11.12 eV.

---

Energy ordering: version 1 at the bottom, the next structure 46.4 kcal/mol above.